DFT (wB97M-V/def2-TZVPD) results for a structure of composition C26H36ClN3Sn at a distorted geometry.

Summary:
Relative energy (zero: lowest compared OMol25 entry of this formula, charge and spin), kJ/mol: 0.0
Total charge: -2
E, eV: -50369.1358

Element x y z (Å)
Sn 1.38089 1.04155 -0.10108
Cl 0.20161 2.65401 -1.42924
C 1.27316 -0.44183 -1.80642
C 0.43891 -1.55367 -1.78620
C 0.24680 -2.28683 -2.97285
C 0.86067 -1.89972 -4.17185
C 1.72745 -0.80311 -4.16303
C 1.88953 -0.05227 -2.98691
H -0.10487 -1.84067 -0.88067
H -0.40268 -3.16626 -2.98206
H 2.26341 -0.51094 -5.07172
H 2.48226 0.86316 -3.04238
C 0.55567 -2.61546 -5.45380
H 1.36690 -2.44266 -6.17033
H -0.38752 -2.23752 -5.87656
H 0.45206 -3.68841 -5.25818
C -4.90990 0.00247 3.06941
N -3.79051 0.41897 2.37380
H -5.29402 -1.92588 4.02984
N -3.41210 -1.59213 2.99810
H -5.77328 0.61099 3.24332
C -3.56129 1.79218 1.91620
C -4.86875 2.55730 1.96607
C -2.52853 2.44948 2.82008
H -5.25531 2.64524 2.98940
H -4.68729 3.57359 1.59919
H -5.62897 2.10303 1.31802
H -2.79510 2.79400 0.20200
H -3.74677 1.34725 -0.18740
H -1.58833 1.88486 2.81166
C -3.00459 1.75911 0.50662
H -2.91256 2.53907 3.84401
H -2.33522 3.46066 2.44034
H -2.06723 1.19375 0.45104
C -4.67189 -1.26360 3.46242
C -1.62263 -2.50292 4.37819
H -2.06550 -2.16073 5.32206
H -1.05516 -3.42012 4.58283
C -2.70517 -2.82846 3.35797
H -1.43316 -4.26284 2.44300
C -3.69651 -3.81743 3.94430
H -4.49020 -4.06739 3.22774
H -0.93511 -1.74611 3.98135
H -1.36157 -2.65461 1.66979
H -4.13969 -3.44526 4.87773
H -3.16368 -4.74520 4.18516
C -2.02834 -3.39508 2.12560
H -2.76906 -3.74931 1.39879
C -2.85485 -0.55291 2.33386
C 5.08793 -0.66776 -1.65694
C 5.37425 0.77881 -1.87124
C 6.55583 1.12582 -2.49674
C 6.85990 2.44769 -2.81528
C 5.93769 3.45173 -2.50561
C 4.73907 3.17324 -1.87699
C 3.76183 4.26622 -1.61567
C 4.42367 1.80358 -1.47942
N 3.32949 1.54279 -0.83460
H 4.61122 -1.10930 -2.54660
H 4.42487 -0.80750 -0.79900
H 6.03470 -1.21076 -1.52077
H 7.26242 0.33819 -2.75091
H 7.79788 2.68416 -3.31628
H 6.16707 4.47800 -2.78037
H 4.14773 4.99010 -0.88654
H 3.57120 4.83666 -2.53378
H 2.82124 3.85698 -1.24250